(1)
Entry from the OMol25 dataset: a molecular structure, C29H40N10OSTi (ωB97M-V with the def2-TZVPD basis set).

Calculated values
M, u: 624.642
HOMO (alpha / beta), hartree: -0.367 / -0.367
Charge: +1
Energy above the lowest of the compared OMol25 structures with the same formula, charge and spin, kcal per mole: 1.8
<S²>: 0.75
Spin multiplicity: 2
Orbital gap (alpha / beta), eV: 7.5 / 7.5
Electronic energy, a.u.: -2999.3909

Last column: Löwdin spin population.
Positions of all 82 atoms, in Å:
1 Ti 0.3476 -0.2442 -0.0979  0.948
2 C -1.6847 1.9911 1.9650  0.000
3 C -0.7455 2.5714 0.9003  0.004
4 N 0.5680 1.8853 0.8425  0.005
5 C 1.5080 2.6228 -0.0178  0.001
6 C 2.7503 1.7881 -0.2119  0.002
7 N 2.4407 0.4602 -0.8038  0.003
8 C 3.6849 -0.3630 -0.8492  0.002
9 C 3.7736 -1.4728 0.1978  0.001
10 C 3.0932 -1.1956 1.5309  0.000
11 N 1.6372 -1.3941 1.4143  0.006
12 C 0.9631 -1.4660 2.7179  0.002
13 C -0.5286 -1.6073 2.4782  0.002
14 N -1.0176 -0.4568 1.6841  0.001
15 C -1.2438 0.6871 2.6047  0.001
16 H -2.6665 1.8541 1.5128  0.000
17 H -1.8015 2.6993 2.7877  0.000
18 H -0.5917 3.6397 1.0791  0.000
19 H -1.1947 2.4718 -0.0855  0.000
20 H 0.9675 1.8755 1.7783  0.001
21 H 1.7705 3.5934 0.4137  0.000
22 H 1.0095 2.8089 -0.9684  0.000
23 H 3.2296 1.6129 0.7534  0.000
24 H 3.4755 2.3228 -0.8316  0.000
25 H 2.1616 0.6348 -1.7666  0.001
26 H 4.5365 0.3130 -0.7418  0.000
27 H 3.7623 -0.8135 -1.8366  0.000
28 H 4.8298 -1.6774 0.3784  0.000
29 H 3.3549 -2.3953 -0.2108  0.000
30 H 3.2809 -0.1821 1.8924  0.000
31 H 3.4930 -1.8783 2.2877  0.000
32 H 1.5119 -2.3013 0.9621  0.002
33 H 1.1980 -0.5583 3.2772  0.000
34 H 1.3290 -2.3094 3.3124  0.000
35 H -1.0660 -1.6857 3.4272  0.000
36 H -0.7019 -2.5202 1.9123  0.000
37 H -1.9137 -0.6867 1.2423  0.000
38 H -0.3189 0.8394 3.1640  0.000
39 H -1.9940 0.3926 3.3448  0.000
40 O -0.2490 0.9018 -1.5666  0.004
41 N -0.4383 0.5226 -2.8227  0.002
42 C -1.1383 1.3506 -3.5173  0.001
43 C -1.6285 2.5936 -2.9793  0.000
44 N -2.0041 3.5806 -2.5288  0.001
45 C -1.4201 0.9979 -4.8793  0.000
46 N -1.6576 0.7186 -5.9669  0.000
47 C -3.9587 -3.4239 -2.0666  -0.001
48 C -3.5442 -3.5702 -0.7510  0.000
49 C -2.2992 -3.0936 -0.3547  -0.001
50 C -1.4498 -2.4756 -1.2645  0.001
51 C -1.8711 -2.3452 -2.5881  -0.001
52 C -3.1138 -2.8057 -2.9837  0.000
53 N -0.1587 -1.9912 -0.8734  -0.008
54 C 0.8823 -2.8280 -1.3714  0.006
55 C 1.6293 -2.4485 -2.4843  0.004
56 C 2.6752 -3.2436 -2.9346  0.000
57 C 2.9869 -4.4286 -2.2833  0.003
58 C 2.2300 -4.8297 -1.1889  0.001
59 C 1.1813 -4.0396 -0.7419  0.003
60 H -4.9172 -3.8135 -2.3863  0.000
61 H -4.1782 -4.0715 -0.0289  0.000
62 H -1.9875 -3.2356 0.6711  0.000
63 H -1.2163 -1.8616 -3.3011  0.000
64 H -3.4238 -2.6880 -4.0139  0.000
65 H 1.3537 -1.5370 -3.0050  0.000
66 H 3.2402 -2.9435 -3.8085  0.000
67 H 3.8002 -5.0473 -2.6379  0.000
68 H 2.4506 -5.7646 -0.6902  0.000
69 H 0.5662 -4.3639 0.0918  0.000
70 C -5.4462 2.7428 -0.4982  0.000
71 N -5.8145 1.3500 -0.6780  0.000
72 C -7.1015 0.8487 -0.8029  0.000
73 C -6.9968 -0.4780 -1.0102  0.000
74 N -5.6465 -0.7685 -1.0113  0.000
75 C -4.9160 0.3500 -0.8101  0.000
76 S -3.2345 0.4718 -0.8074  0.000
77 H -6.3546 3.3364 -0.4441  0.000
78 H -4.8284 3.0791 -1.3291  0.000
79 H -4.8787 2.8610 0.4233  0.000
80 H -7.9676 1.4811 -0.7323  0.000
81 H -7.7532 -1.2268 -1.1559  0.000
82 H -5.2004 -1.6545 -1.1982  0.000

=====

(2)
Entry from the OMol25 dataset: a molecular structure, C29H40N11O4S2Sn (ωB97M-V with the def2-TZVPD basis set).

Calculated values
M, u: 789.557
HOMO, hartree: -0.138
Charge: -1
Energy above the lowest of the compared OMol25 structures with the same formula, charge and spin, kcal per mole: 1.5
Spin multiplicity: 1
Orbital gap, eV: 5.3
Electronic energy, a.u.: -3043.2035

Last column: Löwdin charge in e.
Positions of all 87 atoms, in Å:
1 Sn -0.2517 -0.0392 0.1937  1.296
2 N 2.4952 0.2018 2.6600  0.216
3 C 2.1459 1.4745 2.6029  -0.419
4 N 3.0377 2.3914 3.0236  0.179
5 C 2.6365 3.6428 2.9297  -0.465
6 N 3.4882 4.6084 3.3883  0.134
7 N 1.4618 4.0658 2.4428  0.159
8 C 0.6618 3.0848 2.0369  -0.305
9 N 0.9076 1.7875 2.1128  0.144
10 C -0.6113 3.5463 1.3874  -0.225
11 C -0.6844 4.8617 0.9318  -0.015
12 C -1.8266 5.2790 0.2775  -0.072
13 C -2.8567 4.3708 0.0889  -0.082
14 C -2.6966 3.0861 0.5789  -0.151
15 N -1.6060 2.6772 1.2295  0.086
16 H 3.4725 -0.0368 2.7859  0.084
17 H 1.9102 -0.4810 2.1704  0.044
18 H 4.4455 4.3206 3.4974  0.090
19 H 3.3177 5.5375 3.0459  0.087
20 H 0.1602 5.5140 1.0881  0.102
21 H -1.9061 6.2941 -0.0923  0.102
22 H -3.7633 4.6413 -0.4366  0.100
23 H -3.4669 2.3371 0.4298  0.081
24 N -4.2062 0.1710 1.2876  0.004
25 C -4.0141 -1.2819 1.2758  -0.299
26 C -4.7424 -1.9672 0.1119  -0.199
27 C -3.7877 -2.5716 -0.9153  -0.298
28 N -2.8509 -1.5716 -1.4049  -0.004
29 H -3.4379 0.6184 1.7777  0.040
30 H -5.0582 0.4176 1.7770  0.067
31 H -4.3043 -1.7466 2.2254  0.107
32 H -2.9463 -1.4489 1.1526  0.037
33 H -5.3840 -1.2275 -0.3772  0.102
34 H -5.3954 -2.7651 0.4754  0.099
35 H -4.3790 -3.0524 -1.7076  0.099
36 H -3.2036 -3.3624 -0.4363  0.104
37 H -3.3150 -0.8217 -1.9018  0.071
38 H -2.1238 -1.9614 -1.9888  0.047
39 C -2.8235 3.1685 -4.4456  -0.096
40 C -2.8133 1.9010 -5.0155  -0.095
41 C -2.0085 0.9076 -4.4818  -0.041
42 C -1.2272 1.1905 -3.3669  -0.252
43 C -1.2452 2.4468 -2.7731  -0.009
44 C -2.0369 3.4387 -3.3334  -0.077
45 N -0.4240 0.1964 -2.7404  0.029
46 N 0.1175 -0.6025 -3.5108  0.107
47 C 0.8837 -1.6145 -2.8468  -0.320
48 C 1.7778 -2.3073 -3.6378  -0.013
49 C 2.5734 -3.2769 -3.0402  -0.051
50 C 2.4222 -3.5187 -1.6905  -0.069
51 C 1.4793 -2.7784 -0.9809  -0.134
52 N 0.7160 -1.8472 -1.5449  0.069
53 H -3.4510 3.9441 -4.8672  0.096
54 H -3.4336 1.6877 -5.8771  0.097
55 H -1.9801 -0.0864 -4.9088  0.101
56 H -0.6079 2.6352 -1.9139  0.085
57 H -2.0426 4.4256 -2.8887  0.097
58 H 1.8492 -2.0593 -4.6876  0.106
59 H 3.3076 -3.8200 -3.6205  0.108
60 H 3.0401 -4.2303 -1.1631  0.095
61 H 1.3638 -2.8950 0.0874  0.074
62 O 1.3003 2.5933 -0.8218  -0.050
63 C 2.0608 1.6457 -0.6444  -0.518
64 O 1.7310 0.4162 -0.4724  -0.261
65 H 3.1539 1.8023 -0.6427  0.138
66 C -0.7881 -3.3612 1.8765  -0.033
67 C 0.0878 -2.2670 2.4930  -0.719
68 C 1.2920 -2.9206 3.1729  -0.033
69 C -0.7186 -1.4683 3.5212  -0.035
70 O 0.5788 -1.3920 1.5010  -0.477
71 H -1.1463 -4.0456 2.6495  0.086
72 H -0.2231 -3.9428 1.1462  0.077
73 H -1.6540 -2.9290 1.3739  0.047
74 H 0.9642 -3.6785 3.8894  0.083
75 H 1.8861 -2.1767 3.7062  0.075
76 H 1.9460 -3.3872 2.4323  0.078
77 H -1.0737 -2.1068 4.3349  0.083
78 H -1.5839 -0.9999 3.0454  0.059
79 H -0.0919 -0.6791 3.9400  0.080
80 C 5.6150 -1.7346 4.3683  -0.166
81 O 5.0075 -1.5760 3.0945  -0.334
82 C 5.2298 -2.5153 2.1148  -1.412
83 S 6.1968 -3.8453 2.4494  0.456
84 S 4.4038 -2.1597 0.6895  0.516
85 H 5.2921 -0.8702 4.9489  0.081
86 H 6.7016 -1.7567 4.2857  0.062
87 H 5.2916 -2.6598 4.8459  0.063

=====

(3)
Entry from the OMol25 dataset: 2 unconnected molecules or ions with the total composition C29H40N3O in a non-equilibrium geometry (ωB97M-V with the def2-TZVPD basis set).

Calculated values
M, u: 446.659
HOMO, hartree: -0.406
Charge: +1
Energy above the lowest of the compared OMol25 structures with the same formula, charge and spin, kcal per mole: 17.0
Spin multiplicity: 1
Orbital gap, eV: 6.4
Electronic energy, a.u.: -1368.3400

Last column: Löwdin charge in e.
Positions of all 73 atoms, in Å:
1 C 0.4933 1.3432 3.3963  -0.108
2 N -0.9215 1.3397 3.0845  -0.246
3 C -1.5778 0.1243 3.5592  -0.215
4 C -3.0477 0.0842 3.1560  -0.191
5 C -3.7797 1.3406 3.6267  -0.201
6 C -3.0425 2.5949 3.1569  -0.192
7 C -1.5748 2.5527 3.5636  -0.219
8 H 0.9594 2.2398 2.9675  0.081
9 H 0.6986 1.3381 4.4852  0.094
10 H 0.9735 0.4583 2.9587  0.080
11 H -1.0377 -0.7429 3.1509  0.111
12 H -1.5175 0.0627 4.6670  0.131
13 H -3.1159 0.0115 2.0624  0.104
14 H -3.5052 -0.8142 3.5821  0.114
15 H -4.8024 1.3429 3.2423  0.111
16 H -3.8292 1.3398 4.7226  0.118
17 H -3.1070 2.6658 2.0623  0.104
18 H -3.4975 3.4950 3.5820  0.114
19 H -1.5137 2.6097 4.6715  0.132
20 H -1.0328 3.4171 3.1512  0.108
21 C 2.5100 -3.0553 -4.0331  0.001
22 N 1.5795 -2.6060 -3.0222  -0.037
23 C 0.7241 -3.4788 -2.4143  -0.368
24 O 0.6459 -4.6785 -2.6630  0.103
25 C -0.0891 -2.6891 -1.3926  -0.154
26 C 0.1322 -3.2037 0.0287  -0.084
27 C -0.3176 -4.6388 0.2100  -0.243
28 C 0.6067 -5.6273 0.5600  -0.040
29 C 0.2015 -6.9578 0.6835  -0.065
30 C -1.1401 -7.2990 0.4646  -0.073
31 C -2.0695 -6.3073 0.1245  -0.066
32 C -1.6563 -4.9764 0.0013  -0.044
33 N 0.3871 -1.3169 -1.6009  0.051
34 C -0.1218 -0.2787 -0.9091  0.034
35 C 0.3160 1.0341 -1.0555  -0.065
36 C -0.1520 2.1535 -0.3682  0.055
37 C 0.3398 3.4848 -0.6087  -0.198
38 C -0.1954 4.6105 0.0837  0.005
39 C 0.2939 5.8899 -0.1433  -0.018
40 C 1.3246 6.1137 -1.0644  -0.248
41 C 1.8408 7.4971 -1.2986  -0.036
42 C 1.8606 5.0262 -1.7603  -0.019
43 C 1.3844 3.7422 -1.5492  0.004
44 C 1.4526 -1.2108 -2.6140  -0.459
45 C 2.7821 -0.7397 -2.0031  0.020
46 C 1.0179 -0.3679 -3.8219  0.019
47 H 2.3991 -4.1363 -4.1366  0.102
48 H 2.3035 -2.5759 -4.9981  0.097
49 H 3.5422 -2.8223 -3.7434  0.097
50 H -1.1604 -2.7664 -1.6590  0.171
51 H 1.2066 -3.1196 0.2550  0.131
52 H -0.4108 -2.5418 0.7212  0.115
53 H 1.6498 -5.3362 0.7033  0.115
54 H 0.9370 -7.7208 0.9461  0.109
55 H -1.4597 -8.3374 0.5580  0.107
56 H -3.1171 -6.5597 -0.0479  0.108
57 H -2.3607 -4.1872 -0.2724  0.112
58 H -0.9212 -0.5276 -0.2066  0.153
59 H 1.1040 1.2027 -1.7845  0.054
60 H -0.9403 2.0204 0.3807  0.117
61 H -1.0068 4.4461 0.7960  0.112
62 H -0.1168 6.7450 0.3933  0.127
63 H 2.6385 7.4879 -2.0460  0.083
64 H 1.0471 8.1663 -1.6513  0.097
65 H 2.2389 7.9368 -0.3763  0.097
66 H 2.6642 5.1984 -2.4769  0.122
67 H 1.8320 2.9250 -2.1170  0.107
68 H 3.0828 -1.4438 -1.2137  0.107
69 H 3.5523 -0.7131 -2.7841  0.096
70 H 2.6981 0.2530 -1.5573  0.073
71 H 0.1178 -0.8221 -4.2590  0.111
72 H 0.7775 0.6580 -3.5398  0.073
73 H 1.8228 -0.3526 -4.5666  0.097